{
  "formula": "C8H13N4",
  "method": "ωB97M-V/def2-TZVPD",
  "symbols": ["C", "N", "C", "C", "C", "C", "N", "C", "N", "C", "N", "C", "H", "H", "H", "H", "H", "H", "H", "H", "H", "H", "H", "H", "H"],
  "positions_angstrom": [[-1.50250, 1.89593, -1.66591], [-1.15545, 0.50676, -1.19970], [-0.22018, 0.35671, 0.08099], [-0.98613, 0.74435, 1.31230], [1.13659, 1.25155, 0.03637], [2.34807, 0.44319, 0.57259], [2.48901, -0.81316, 0.59301], [1.37677, -1.50610, 0.26843], [1.25634, -2.88631, 0.57605], [-0.07536, -3.11598, 0.47499], [-0.79446, -2.03513, 0.18785], [0.12696, -1.03674, 0.10753], [-2.32471, 1.74866, -2.38028], [-2.00937, 2.37580, -0.76242], [-0.70944, 2.50975, -1.90269], [-0.55895, -0.01235, -1.91546], [-1.98949, -0.04222, -1.10645], [-0.95072, 1.88392, 1.36250], [-0.37249, 0.37246, 2.14428], [-1.99116, 0.30960, 1.56469], [0.79442, 2.08825, 0.53913], [1.46477, 1.62757, -1.05318], [3.19782, 1.05268, 0.77654], [1.98418, -3.64702, 0.71021], [-0.53453, -4.07219, 0.67859]],
  "forces_ev_per_angstrom": [[-3.8, -1.3, 2.8], [3.4, 0.4, -1.2], [-0.1, 1.2, -1.0], [-0.2, 1.5, 1.3], [-0.6, -2.7, -3.2], [-0.4, 1.3, -0.7], [1.0, 0.8, 0.1], [0.3, -2.2, 1.3], [0.0, 0.1, -0.7], [-0.8, 0.0, 0.0], [0.3, -1.0, 0.4], [-0.1, -1.6, -0.5], [0.8, 0.5, -0.3], [0.6, -0.5, -1.1], [1.8, 0.8, -1.0], [-1.2, 0.9, 0.7], [-0.6, -0.5, 0.5], [-0.6, -1.4, 0.3], [0.0, 0.4, 0.0], [0.8, 0.4, -1.0], [0.5, 1.9, 1.3], [-0.8, -1.0, 2.1], [0.6, 0.4, 0.4], [-1.2, 1.8, -0.2], [0.2, -0.1, -0.2]],
  "lowdin_charge": [0.0196, 0.0720, -0.3826, -0.0181, -0.0202, -0.0926, 0.1412, -0.2591, 0.1598, -0.1460, 0.1318, -0.2988, 0.1136, 0.1260, 0.0644, 0.2029, 0.1525, 0.1086, 0.1155, 0.1203, 0.0676, 0.1754, 0.1112, 0.2040, 0.1311],
  "mol_weight_g_mol": 165.220,
  "energy_ev": -14459.605,
  "homo_ev": -12.206,
  "lumo_energy_ha": -0.1107,
  "de_lowest_kj_mol": 169.1,
  "charge": 1,
  "orbital_gap_ev": 9.194
}